Molecular formula: C14H12F6IrN2O12S2
Method: DFT, ωB97M-V with the def2-TZVPD basis set

```
! wB97M-V def2-TZVPD RIJCOSX def2/J DEFGRID3
* xyz 0 2
Ir -0.13379 1.00603 0.66933
O 2.91404 1.44722 5.83573
C 2.28830 1.33822 4.65716
C 2.86538 0.70297 3.55252
C 2.13417 0.65109 2.39014
N 0.92779 1.19212 2.34023
C 0.34587 1.79792 3.37108
C 1.00505 1.89690 4.56896
C -1.04434 2.30932 3.03690
O -1.73570 2.85579 3.84721
O -1.37383 2.11281 1.76280
C 2.53289 0.03766 1.06124
O 3.54625 -0.58145 0.92270
O 1.61016 0.24318 0.12900
H 3.78888 1.04164 5.80242
H 3.85333 0.26095 3.57861
H 0.54561 2.39012 5.41345
F -2.00868 -2.66247 -3.42357
C -1.10157 -3.39856 -2.78986
F -0.57038 -4.26413 -3.64484
F -1.73141 -4.09167 -1.82078
S 0.19359 -2.34552 -2.00806
O -0.58464 -1.49737 -1.12564
O 1.08547 -3.28938 -1.41281
N 0.84647 -1.58919 -3.20105
S 0.45008 -0.11643 -3.61772
O 1.00886 0.89999 -2.76296
O -0.91456 0.06005 -4.03373
C 1.44980 -0.03788 -5.16139
F 1.26869 1.17104 -5.70379
F 1.05389 -0.95850 -6.03500
F 2.74374 -0.20193 -4.91241
C -1.07297 3.14655 -2.44429
C -0.70374 2.34190 -1.26678
O -1.30472 1.25050 -0.95841
O 0.21143 2.66563 -0.43529
H -1.24773 2.46817 -3.27811
H -0.28000 3.85217 -2.67381
H -1.99750 3.68250 -2.22164
C -2.84925 -0.84420 0.71783
C -1.63675 -1.44270 1.32917
C -1.59996 -2.88631 1.66003
O -0.61048 -0.77873 1.56830
H -3.73123 -1.43586 0.94901
H -2.69645 -0.84284 -0.36513
H -2.98018 0.18771 1.04190
H -2.53747 -3.22191 2.09879
H -0.74853 -3.12180 2.29219
H -1.47386 -3.40132 0.70034
*
```

Properties
HOMO (alpha / beta)	-9.767 / -9.766	eV
LUMO level (alpha / beta)	-1.22 / -3.25	eV
E	-83076.846	eV
Kohn-Sham gap (alpha / beta)	0.3140 / 0.2396	Ha
<S²>	0.7536